Entry 1:
One molecule with the formula C21H23FN2O4. Source: the Open Molecules 2025 dataset; level of theory: ωB97M-V/def2-TZVPD.

```
51
Properties=species:S:1:pos:R:3:mulliken_charge:R:1
F 6.85883 0.79068 -0.15501 -0.34
O -2.04122 -4.33061 0.74220 -0.69
O 0.13827 2.60412 1.24299 -0.41
O -3.47786 -1.32119 0.43591 -0.25
O -4.73082 -0.54648 -1.25589 -0.62
N 1.79795 -1.38550 -0.23000 0.32
N -0.81327 -2.53258 0.18731 0.27
C -0.62346 -1.25397 -0.46624 0.02
C -2.36577 3.33798 -1.35157 -0.86
C -1.16799 3.40282 -0.65763 -0.52
C 3.29513 0.42083 0.35797 -0.08
C -4.34359 0.84337 0.68561 -1.23
C -3.21933 -2.52335 -0.28527 -0.79
C -1.97268 -3.21363 0.26910 0.77
C 5.61537 0.25231 -0.16404 0.34
C -4.24858 -0.40562 -0.16609 0.75
C 4.56121 0.97194 0.36469 -0.79
C 4.15491 -1.54821 -0.71844 -0.54
C 0.63692 -0.57825 0.06419 -1.27
C 5.42380 -1.00588 -0.70336 -0.76
C 3.06311 -0.84941 -0.18550 0.43
C -3.23302 1.75680 0.22872 0.68
C 0.40139 -3.16951 0.66414 -1.15
C 1.16337 3.52519 0.94847 -1.04
C -3.39425 2.52417 -0.92031 -0.56
C 1.57457 -2.81552 -0.24325 -0.79
C -2.03377 1.80420 0.91692 -0.10
C -0.99595 2.63179 0.48551 0.46
H -4.32109 2.47585 -1.46978 0.43
H -4.06343 -3.20897 -0.16009 0.36
H 0.74019 0.38828 -0.43594 0.84
H 0.51984 -0.39239 1.14206 0.38
H -3.10587 -2.29499 -1.35200 0.39
H -0.52986 -1.39397 -1.55196 0.06
H 2.46538 -3.32953 0.12492 0.68
H 0.61497 -2.84595 1.68943 0.23
H 2.48608 0.97667 0.80002 0.45
H -2.49133 3.93670 -2.24106 0.39
H -4.22147 0.57698 1.73380 0.36
H 6.26161 -1.54603 -1.11505 0.43
H 1.61426 3.33085 -0.03044 0.40
H 0.79649 4.55531 0.98170 0.46
H -0.38476 4.05110 -1.01635 0.47
H -1.46810 -0.59391 -0.27122 -0.27
H 4.01074 -2.51750 -1.16782 0.40
H 1.36756 -3.17055 -1.26301 0.25
H -5.31317 1.31036 0.51641 0.50
H -1.88251 1.21607 1.80898 0.34
H 0.22827 -4.24800 0.67584 0.53
H 1.91521 3.38790 1.72420 0.26
H 4.73770 1.94923 0.78623 0.43
```

Output
HOMO-LUMO gap ... 8.31 eV
Relative energy (zero: lowest compared OMol25 entry of this formula, charge and spin) ... 67.4 kJ/mol
Maximum force ... 0.6 eV Å⁻¹

Entry 2:
C17H29BNO4P2W as an isolated structure at a distorted geometry. Source: the Open Molecules 2025 dataset; level of theory: ωB97M-V/def2-TZVPD.

```
55
Properties=species:S:1:pos:R:3:mulliken_charge:R:1
W -0.36683 0.42088 -0.17768 0.58
P 0.37021 1.77010 1.58843 0.92
P -0.00644 -1.24523 -1.75759 0.91
O 3.47230 -1.60724 -2.02636 -0.78
O -1.53410 -2.25282 1.40242 -0.37
O 3.05179 -0.61372 0.28310 -0.66
O -2.63145 -0.34127 2.20409 -0.42
N 1.07055 1.55702 -1.24358 0.08
C -1.27656 -1.14439 -3.04865 -1.41
C 2.34297 1.86025 -3.22166 -0.93
C 1.35282 -0.39759 -2.66687 -1.23
C 1.60377 1.01513 -2.38400 0.56
C -4.83244 -2.82005 3.75985 -0.55
C 1.74313 1.45758 2.73451 -1.33
C -4.07633 -3.95702 3.45029 -0.44
C 2.28824 3.56947 -1.56548 -0.72
C -3.15736 -1.45242 2.77686 0.57
C 2.68415 3.14669 -2.82789 -0.55
C 1.03648 3.21857 0.57698 -1.29
C 0.44606 -2.97453 -1.55370 -1.22
C -4.37874 -1.54361 3.42656 -0.82
C -2.87211 -3.86874 2.74186 -0.97
C 1.46783 2.76933 -0.79252 0.71
C -2.44383 -2.59786 2.36282 0.80
C -0.95305 2.49557 2.60917 -1.12
B -1.67680 -0.79579 1.20495 0.44
H 1.39523 0.76375 3.51631 0.39
H -2.02207 -0.15395 0.04252 0.21
H -2.20598 -1.64408 -2.73164 0.41
H 3.39481 -1.02749 -0.64369 0.35
H 0.49525 -0.89287 0.51709 0.08
H 1.24481 -0.18432 0.29110 -0.36
H 0.12215 -3.55014 -2.43508 0.42
H 2.63543 1.42733 -4.17561 0.51
H 1.92384 3.67099 1.07851 0.48
H -1.51041 1.64863 3.04275 0.32
H -4.94973 -0.63905 3.62566 0.45
H -4.44016 -4.93496 3.76502 0.37
H -5.78694 -2.91380 4.27559 0.38
H 1.17162 -0.56354 -3.74241 0.63
H 2.08282 2.40004 3.20305 0.46
H -1.64653 3.08071 1.98149 0.39
H 3.26785 3.80536 -3.46952 0.42
H -0.52311 3.14242 3.39822 0.42
H -0.04546 -3.38639 -0.66074 0.29
H 2.56863 0.98650 2.17787 0.30
H 1.53819 -3.06905 -1.44967 0.38
H 4.25543 -1.46037 -2.56528 0.25
H -1.49957 -0.08992 -3.28280 0.35
H 3.06447 -1.32395 0.94103 0.31
H 2.64649 -1.08779 -2.48675 0.24
H 2.58723 4.52625 -1.14558 0.49
H 0.22523 3.97869 0.50250 0.40
H -2.29028 -4.75369 2.47072 0.41
H -0.86133 -1.62631 -3.94935 0.46
```

Output
Net charge ... +1
HOMO-LUMO gap (alpha / beta) ... 6.32 / 6.06 eV
Relative energy (zero: lowest compared OMol25 entry of this formula, charge and spin) ... 0.0 kJ/mol
Maximum force ... 3.5 eV Å⁻¹
2S+1 ... 3

Entry 3:
One molecule with the formula C4H7NS2 at a distorted geometry. Source: the Open Molecules 2025 dataset; level of theory: ωB97M-V/def2-TZVPD.

```
14
Properties=species:S:1:pos:R:3:mulliken_charge:R:1
S 0.63329 2.31292 1.54380 -0.25
S -0.08844 -1.75546 -3.37947 -0.13
N -0.73131 -0.40009 -1.24237 -0.04
C 1.03713 0.55522 1.17626 -0.47
C -1.07289 0.00047 -0.09816 -0.29
C -0.27732 -0.27610 1.19494 -0.64
C -0.12798 -0.41103 -2.31865 -0.04
H -0.07494 -1.42013 1.10601 0.26
H -0.91068 -0.09585 2.16895 0.32
H -1.05438 -2.25711 -2.83941 0.09
H -2.09092 0.32844 0.04766 0.39
H 1.60108 2.91833 0.67258 0.15
H 1.72347 0.06591 1.85991 0.34
H 1.43388 0.43448 0.10794 0.32
```

Output
HOMO-LUMO gap ... 8.47 eV
Relative energy (zero: lowest compared OMol25 entry of this formula, charge and spin) ... 302.8 kJ/mol
Maximum force ... 4.9 eV Å⁻¹

Entry 4:
C13H12F3NS2 as an isolated structure at a distorted geometry. Source: the Open Molecules 2025 dataset; level of theory: ωB97M-V/def2-TZVPD.

```
31
Properties=species:S:1:pos:R:3:mulliken_charge:R:1
S -2.89075 -0.92644 -0.72305 -0.16
S -0.93651 -0.08378 -2.69342 -0.08
F 5.17054 1.08664 1.56491 -0.26
F 4.71470 2.06890 3.47831 -0.24
F 4.53530 3.18485 1.57490 -0.26
N -2.86222 2.08888 0.76734 -0.56
C 1.89028 2.47858 1.89972 -0.66
C -1.22004 -1.84049 -3.24418 -0.72
C 0.59581 2.06547 1.60796 -0.73
C 1.29533 -0.24282 1.78270 -0.32
C -3.25362 -2.28672 -1.83426 -0.61
C -1.35282 -0.31215 -1.04843 -0.08
C -0.99588 0.27897 0.81539 0.06
C -2.70942 -2.14980 -3.24676 -0.50
C -2.00666 1.29446 0.80919 0.31
C 4.32046 1.97215 2.16798 0.78
C 2.88667 1.52990 2.05395 0.36
C 2.58570 0.18428 2.06313 -0.64
C 0.31274 0.70373 1.42166 0.01
H -4.34962 -2.42695 -1.82978 0.32
H -2.78515 -3.12114 -1.30731 0.33
H 1.04670 -1.30895 1.80461 0.41
H -3.24010 -1.36923 -3.79590 0.29
H -0.38374 -0.54947 -0.50379 0.27
H -0.77790 -1.80814 -4.25720 0.34
H 2.11404 3.53802 1.99376 0.41
H -2.85492 -3.11040 -3.75006 0.33
H -1.35740 -0.66186 1.28264 0.52
H 3.36862 -0.54799 2.28435 0.37
H -0.19052 2.82337 1.47990 0.35
H -0.66961 -2.55187 -2.61827 0.36
```

Output
HOMO-LUMO gap ... 7.09 eV
Relative energy (zero: lowest compared OMol25 entry of this formula, charge and spin) ... 283.7 kJ/mol
Maximum force ... 4.9 eV Å⁻¹

Entry 5:
A 3-piece molecular cluster, C21H51N6O4 overall at a distorted geometry. Source: the Open Molecules 2025 dataset; level of theory: ωB97M-V/def2-TZVPD.

```
82
Properties=species:S:1:pos:R:3:mulliken_charge:R:1
O -3.91693 5.66904 4.02188 -0.42
O -0.20233 -4.07776 -1.17512 -0.48
O 0.96540 -5.16588 3.09419 -0.34
O -0.45963 3.64693 1.75259 -0.28
N 0.39284 2.83122 -1.57996 -0.07
N -0.54198 0.35641 -2.69402 0.06
N 0.91743 3.14530 -3.77441 -0.26
N 0.47906 -6.62758 0.53985 -0.29
N -0.91506 4.82448 4.46874 -0.31
N -0.94739 1.68750 -3.16780 -0.43
C 0.16309 4.79454 1.21392 -0.83
C -0.31965 -5.40346 3.63478 -0.72
C 1.65399 -6.33806 2.67269 -0.81
C 2.76184 -0.11525 -1.09717 -0.96
C -3.40702 4.86875 5.07222 -0.47
C -0.80931 3.40839 4.15039 -0.24
C 2.95052 1.10075 -3.38344 -0.67
C -1.28250 -0.59384 -3.13987 0.62
C -3.64553 5.21493 2.71554 -0.52
C -2.75688 -0.46521 -3.38515 -1.25
C 1.77373 -6.38887 1.16526 -0.15
C -0.66358 -1.92656 -3.42890 -0.52
C 2.15794 1.11693 -4.71209 -0.67
C -0.07860 -3.45428 0.09254 -0.59
C 0.11535 3.17717 2.97712 -0.84
C 0.77520 -5.06807 -1.46612 -0.46
C -1.95652 5.15828 5.43886 -0.68
C 1.19602 2.30386 -4.96663 -0.77
C 2.87818 -0.24355 -2.62975 0.48
C 0.45980 -6.45024 -0.90669 -0.93
C 0.11440 2.55976 -2.82261 0.04
H -4.45346 5.56323 2.07160 0.33
H -0.20168 -6.00258 0.95079 0.08
H -1.09551 5.34065 3.61783 0.06
H 0.40821 3.97900 -4.07112 0.35
H -1.87488 6.22904 5.63686 0.38
H 1.77052 -4.71281 -1.17478 0.38
H 2.67196 1.90554 -2.70616 0.35
H 3.68103 -0.41465 -0.59435 0.39
H -0.25354 4.93305 0.21389 0.25
H -0.65561 -3.97581 0.85894 0.19
H -4.01221 5.11475 5.94731 0.35
H -0.40842 2.87837 5.01879 0.39
H -0.30140 2.86909 -0.84056 0.15
H 0.34525 -1.79539 -3.80436 0.16
H -3.12216 0.54054 -3.18322 0.34
H 0.96434 -3.38017 0.40982 0.25
H 0.25799 1.95433 -5.40232 0.33
H 1.09118 3.63925 3.14958 0.39
H -0.03365 5.70402 1.78717 0.34
H 1.15465 -7.16786 -1.35370 0.43
H 0.78588 -5.15633 -2.55602 0.39
H -0.54030 -6.72498 -1.25095 0.40
H -0.49034 -2.44565 0.00486 0.35
H 1.17155 -7.23951 3.06022 0.40
H 2.66039 -6.28903 3.09640 0.40
H 1.24689 4.65361 1.13404 0.38
H 3.77061 -0.82937 -2.85531 0.54
H -0.66223 -4.47078 4.07991 0.23
H -1.78170 2.96179 3.89945 0.18
H 2.22364 -5.43907 0.84306 0.13
H -1.29530 -2.47527 -4.12460 0.44
H 1.99907 -0.80636 -0.73222 0.04
H 1.63454 2.95920 -5.71668 0.46
H -1.04144 -5.70909 2.86880 0.30
H -0.59534 -2.53833 -2.51815 -0.14
H 1.34899 3.07562 -1.35607 0.37
H 2.03813 -0.83533 -2.97551 -0.64
H -3.60503 4.12227 2.66481 0.26
H -3.02471 -0.70837 -4.41378 0.33
H 2.47078 0.88665 -0.77878 0.16
H 2.88757 1.14852 -5.52169 0.49
H -2.71038 5.63185 2.32517 0.14
H -3.58456 3.80637 4.86273 0.34
H 2.45586 -7.19738 0.88755 0.39
H -1.73502 1.99586 -2.58251 0.34
H -0.28700 -6.16906 4.41466 0.35
H 3.99953 1.25696 -3.63642 0.47
H -3.27340 -1.14889 -2.70936 0.33
H 1.60738 0.18923 -4.86707 0.23
H -1.72736 4.64627 6.37843 0.40
H 0.26880 2.10139 2.86219 0.41
```

Output
Net charge ... +1
HOMO-LUMO gap ... 6.37 eV
Maximum force ... 2.0 eV Å⁻¹

no.,total energy (eV)
1,-36038.206
2,-48851.635
3,-27418.707
4,-44984.970
5,-39723.466